{"formula": "C30H39BrN6O4Tc", "method": "ωB97M-V with the def2-TZVPD basis set", "homo_ev": [-17.905, -17.874], "de_lowest_kcal_mol": 0.0, "spin_multiplicity": 4, "orbital_gap_ev": [6.543, 4.928], "s2": 3.80, "fmax_ev_per_a": 1.483, "e_tot_ha": -4449.58693, "total_charge": 4, "elements": ["Tc", "C", "C", "C", "C", "C", "C", "C", "C", "C", "C", "H", "H", "H", "H", "H", "H", "H", "H", "H", "H", "H", "H", "H", "H", "N", "C", "C", "C", "C", "N", "C", "N", "N", "C", "O", "O", "H", "H", "H", "H", "H", "H", "H", "H", "H", "H", "H", "H", "H", "H", "C", "O", "C", "C", "C", "Br", "C", "C", "C", "O", "C", "N", "C", "C", "C", "C", "C", "C", "N", "H", "H", "H", "H", "H", "H", "H", "H", "H", "H", "H"], "xyz": [[1.27366, -0.50883, 1.15488], [3.87069, 3.13345, 3.19522], [3.22727, 2.46461, 1.96138], [4.25960, 2.26152, 0.84660], [2.60084, 1.18421, 2.42942], [3.35328, -0.01085, 2.54755], [2.80579, -1.16151, 3.11608], [1.50659, -1.15482, 3.67246], [1.04133, -2.29927, 4.50176], [0.72261, 0.00659, 3.49762], [1.25461, 1.14628, 2.87529], [4.34250, 4.06466, 2.88563], [4.64122, 2.49552, 3.63189], [3.13238, 3.36341, 3.96371], [2.43245, 3.12636, 1.60597], [5.19699, 1.86449, 1.23740], [4.48796, 3.21780, 0.38077], [3.89211, 1.57761, 0.07502], [4.38882, -0.01501, 2.22929], [3.42624, -2.04128, 3.23944], [1.50919, -3.23950, 4.21450], [-0.04258, -2.40321, 4.50655], [1.34930, -2.10311, 5.53510], [-0.25856, 0.05312, 3.95395], [0.67365, 2.06089, 2.86095], [0.56899, 0.59077, -0.65307], [0.89455, -0.10469, -1.92748], [1.29828, 0.87752, -3.04650], [1.32223, 0.24239, -4.44504], [1.87246, 1.20153, -5.50091], [1.71253, 0.61372, -6.82955], [2.15402, 1.14084, -7.97565], [2.92638, 2.21943, -7.96777], [1.80446, 0.58488, -9.13140], [2.03417, -1.10867, -1.61246], [2.55433, -1.78578, -2.44336], [2.33577, -1.14142, -0.32143], [-0.43137, 0.75770, -0.58376], [1.01836, 1.50458, -0.65700], [0.03291, -0.69941, -2.23612], [2.28511, 1.28869, -2.80947], [0.58504, 1.70739, -3.05288], [0.30489, -0.05294, -4.72080], [1.94244, -0.65018, -4.42529], [2.93254, 1.38069, -5.30345], [1.34470, 2.16004, -5.45838], [1.13682, -0.20987, -6.89312], [3.26142, 2.63384, -7.11631], [3.27597, 2.60768, -8.82899], [1.20805, -0.22336, -9.17886], [2.16906, 0.92297, -10.00730], [1.01411, -3.65237, 0.58983], [0.12680, -2.51254, 0.75814], [-1.16206, -2.80523, 1.17069], [-1.61465, -4.09055, 1.39533], [-2.93423, -4.31268, 1.79592], [-3.52224, -6.08224, 2.09333], [-3.79664, -3.26111, 1.97649], [-3.34985, -1.94589, 1.77820], [-2.01037, -1.70808, 1.37489], [-1.48065, -0.47357, 1.20459], [-4.24722, -0.83888, 1.97410], [-3.87745, 0.44636, 1.78889], [-4.96476, 1.19968, 2.03067], [-5.15360, 2.60406, 1.98063], [-6.39904, 3.07260, 2.27121], [-7.47383, 2.19705, 2.61437], [-7.31538, 0.81162, 2.68625], [-6.06332, 0.33549, 2.39055], [-5.54719, -0.93707, 2.34262], [1.20234, -4.13639, 1.54871], [1.94330, -3.28040, 0.17682], [0.58137, -4.36034, -0.11437], [-0.97987, -4.95282, 1.25431], [-4.81062, -3.47518, 2.28430], [-2.21822, 0.20045, 1.35157], [-4.34734, 3.27360, 1.71782], [-6.58395, 4.13815, 2.24626], [-8.44763, 2.62281, 2.82145], [-8.13390, 0.16157, 2.96433], [-6.06595, -1.77954, 2.54002]], "atomic_forces_ev_per_a": [[0.42, -0.08, 0.17], [-0.07, -0.01, -0.05], [0.22, 0.11, -0.07], [-0.15, -0.04, 0.08], [-0.36, -0.20, -0.25], [-0.25, 0.10, -0.23], [-0.16, -0.14, -0.10], [0.01, 0.07, -0.27], [-0.12, -0.15, 0.02], [0.24, 0.02, 0.02], [0.03, 0.14, 0.10], [0.00, 0.01, 0.02], [0.00, -0.01, -0.02], [0.02, 0.01, 0.01], [-0.06, -0.06, -0.01], [0.01, -0.02, -0.03], [0.02, 0.01, 0.01], [0.04, 0.03, -0.05], [-0.05, -0.09, -0.18], [-0.03, -0.03, -0.10], [-0.03, 0.00, -0.04], [0.00, 0.00, -0.04], [-0.01, 0.03, -0.02], [-0.09, -0.05, -0.21], [-0.03, -0.02, -0.15], [-0.06, -0.10, 0.52], [0.61, -0.31, -0.13], [-0.08, -0.10, -0.06], [0.06, 0.02, 0.06], [-0.04, 0.14, 0.05], [-0.05, -0.07, 0.10], [-0.09, -0.09, 0.01], [0.05, 0.08, -0.03], [0.08, 0.02, -0.04], [-0.94, 0.57, -0.99], [0.08, 0.03, 0.31], [0.68, -0.19, 1.25], [0.00, 0.00, 0.01], [-0.02, 0.04, 0.04], [-0.07, 0.05, 0.07], [-0.01, 0.03, 0.01], [0.02, 0.02, 0.06], [0.01, 0.00, 0.02], [-0.01, -0.12, -0.03], [0.01, -0.01, 0.00], [0.03, -0.01, -0.01], [0.00, -0.03, -0.07], [-0.03, -0.03, 0.02], [-0.01, 0.03, -0.01], [-0.02, -0.02, 0.05], [0.02, 0.02, 0.00], [0.25, -0.36, -0.10], [0.38, 0.49, 0.10], [-0.37, 0.25, 0.21], [0.03, -0.03, -0.09], [-0.21, -0.43, 0.10], [0.14, 0.35, -0.08], [0.11, -0.09, 0.01], [0.30, 0.19, -0.10], [-0.28, -0.45, 0.18], [-0.26, 0.46, -0.08], [-0.06, -0.16, 0.00], [0.03, 0.33, -0.04], [0.13, -0.38, -0.01], [-0.18, 0.25, 0.01], [0.49, 0.22, -0.13], [-0.14, -0.30, 0.05], [0.01, -0.11, 0.05], [-0.23, 0.13, 0.05], [0.05, 0.07, -0.02], [-0.13, 0.05, 0.03], [-0.03, 0.09, 0.01], [-0.08, 0.07, 0.01], [0.04, 0.04, 0.02], [0.00, 0.03, -0.02], [0.21, -0.27, 0.07], [0.04, -0.05, 0.00], [-0.07, -0.02, 0.00], [0.01, 0.02, 0.02], [-0.04, 0.04, -0.03], [0.04, -0.04, -0.02]], "mulliken_spin": [1.910, 0.001, -0.004, 0.004, 0.022, 0.045, -0.054, -0.081, 0.006, 0.120, -0.082, 0.001, 0.000, 0.000, -0.001, 0.000, 0.000, -0.001, 0.005, -0.003, 0.000, -0.002, -0.003, 0.007, -0.001, -0.022, 0.008, -0.002, 0.000, 0.000, 0.000, 0.000, 0.000, 0.000, 0.003, 0.031, 0.043, -0.001, 0.008, -0.002, 0.000, 0.000, 0.000, 0.000, 0.000, 0.000, 0.000, 0.000, 0.000, 0.000, 0.000, 0.008, 0.041, -0.046, 0.058, -0.011, -0.001, 0.023, 0.003, 0.069, 0.058, 0.095, 0.064, 0.249, 0.021, 0.094, 0.238, 0.003, 0.120, -0.039, 0.000, -0.006, 0.002, 0.002, 0.000, -0.005, -0.002, 0.005, 0.000, 0.003, -0.002]}